Entry 1:
ORCA calculation (wB97M-V/def2-TZVPD) on a 9-piece molecular cluster, C36H90ClN6O12 overall at a distorted geometry.

Structure (XYZ):
```
145
Properties=species:S:1:pos:R:3:mulliken_charge:R:1
Cl -0.398 0.413 -0.088 0.7048
O 0.728 -0.474 -0.257 0.1001
O -1.458 -0.270 0.618 -0.1828
O -0.004 1.570 0.671 -0.4862
O -0.834 0.832 -1.399 -0.5322
C -1.462 0.661 4.365 -0.6039
O -0.512 -0.064 3.613 -0.4509
H -2.055 0.104 5.097 0.3240
H -0.917 1.356 5.011 0.3510
H -2.153 1.297 3.809 0.0278
H -0.889 -0.192 2.734 0.2026
C 0.608 0.339 -4.196 -0.3739
O 1.562 -0.321 -3.310 -0.4779
H 1.034 0.505 -5.186 0.3220
H -0.260 -0.313 -4.197 0.0404
H 0.426 1.376 -3.909 0.1794
H 1.252 -0.268 -2.396 -0.0532
C -2.992 -2.665 2.681 -1.3338
C -4.439 -2.972 2.372 0.5716
C -5.093 -1.950 1.461 -0.0892
O -6.368 -2.445 1.140 -0.3999
C -7.166 -1.480 0.486 -0.7303
N -4.468 -4.325 1.788 -0.7437
H -2.421 -2.525 1.760 0.1153
H -2.506 -3.431 3.290 0.3807
H -2.861 -1.803 3.342 0.2562
H -4.890 -3.033 3.370 0.2073
H -4.456 -1.730 0.594 0.1836
H -5.065 -0.993 2.000 0.2030
H -7.684 -0.765 1.129 0.2538
H -7.895 -2.127 -0.006 0.2788
H -6.616 -0.923 -0.277 0.3084
H -5.135 -4.340 1.027 0.3532
H -3.515 -4.391 1.450 0.2481
C 2.785 3.618 1.913 -1.5511
C 3.563 2.325 2.190 2.9276
C 4.770 2.567 3.107 -1.3132
O 5.593 1.472 3.339 -0.1609
C 6.843 1.873 3.813 -0.9399
N 2.714 1.301 2.802 -0.4950
H 1.800 3.537 1.453 0.0806
H 3.385 4.273 1.274 0.2926
H 2.568 4.152 2.844 0.5077
H 3.995 1.944 1.261 -1.3393
H 4.462 3.059 4.041 0.3480
H 5.321 3.357 2.569 0.4117
H 6.859 2.611 4.623 0.3717
H 7.524 2.288 3.058 0.3371
H 7.353 0.979 4.173 0.2498
H 2.120 1.789 3.475 0.2988
H 1.955 1.056 2.170 -0.1086
C 6.877 3.491 -1.636 -1.6753
C 6.115 2.270 -1.175 0.9772
C 4.731 2.006 -1.819 -0.4805
O 3.810 2.913 -1.285 -0.3350
C 2.515 2.715 -1.793 -0.6956
N 6.963 1.041 -1.170 -0.4151
H 7.228 3.556 -2.669 0.3644
H 7.669 3.848 -0.980 0.3936
H 6.044 4.207 -1.605 0.3558
H 5.991 2.455 -0.104 -0.4221
H 4.438 0.981 -1.581 0.0903
H 4.804 2.065 -2.913 0.6077
H 2.504 2.861 -2.877 0.4019
H 1.739 3.282 -1.279 0.2812
H 2.104 1.715 -1.615 0.1863
H 7.032 0.822 -2.164 0.2422
H 7.929 1.256 -0.943 0.2936
C 3.582 -2.708 -0.547 -1.0844
C 4.077 -2.171 0.831 0.5708
C 5.082 -1.068 0.460 0.0356
O 5.592 -0.624 1.762 -0.0848
C 7.000 -0.879 1.745 -0.9286
N 2.976 -1.587 1.567 -0.4103
H 4.401 -3.121 -1.138 0.5003
H 3.037 -1.895 -1.032 -0.1271
H 2.811 -3.477 -0.447 0.3850
H 4.628 -2.924 1.394 0.4099
H 4.568 -0.266 -0.067 -1.2142
H 5.850 -1.468 -0.201 0.7645
H 7.516 -0.639 2.669 0.2072
H 7.436 -0.555 0.797 0.2335
H 7.060 -1.972 1.613 0.4013
H 2.394 -2.376 1.839 0.3025
H 2.364 -1.088 0.926 -0.2175
C -6.164 3.741 2.709 -2.0531
C -4.873 3.728 1.937 1.9170
C -4.691 2.330 1.236 -1.3399
C -3.535 2.305 0.208 0.7599
C -3.819 3.387 -0.834 -1.8494
C -3.919 4.785 -0.229 2.4313
N -4.955 4.767 0.878 0.1779
O -5.206 6.025 1.421 -0.4923
C -2.575 5.369 0.249 -1.6336
C -4.547 5.699 -1.310 -2.2460
C -3.714 3.806 2.946 -1.9213
H -7.004 3.710 2.005 0.5067
H -6.397 4.614 3.318 0.3345
H -6.337 2.831 3.286 0.3579
H -4.493 1.544 1.969 0.1812
H -5.615 2.031 0.731 0.4267
H -3.512 1.313 -0.236 0.3915
H -2.681 2.543 0.841 -0.6295
H -4.589 3.158 -1.569 0.3068
H -2.834 3.272 -1.303 0.4804
H -2.210 6.256 -0.266 0.4080
H -2.592 5.592 1.319 0.3516
H -1.714 4.694 0.306 0.1641
H -5.571 5.353 -1.461 0.4670
H -4.537 6.758 -1.051 0.4756
H -4.018 5.580 -2.257 0.4544
H -2.690 3.803 2.560 0.3947
H -3.653 2.979 3.653 0.4469
H -3.728 4.785 3.435 0.3770
H -5.964 6.335 0.916 0.3515
C -0.647 -3.273 -4.409 -1.6229
C 0.178 -4.088 -3.342 2.2824
C 0.039 -3.460 -1.962 -0.7221
C -1.382 -3.577 -1.333 0.1088
C -1.746 -5.025 -1.366 -1.8697
C -1.566 -5.812 -2.697 1.9936
N -0.240 -5.500 -3.281 0.1153
O 0.004 -6.131 -4.495 -0.4952
C -1.660 -7.271 -2.166 -2.0001
C -2.777 -5.444 -3.555 -1.6797
C 1.738 -3.996 -3.515 -1.8568
H -1.294 -2.507 -3.983 0.1627
H -1.265 -3.814 -5.130 0.3173
H 0.082 -2.766 -5.047 0.5155
H 0.621 -3.948 -1.180 0.3139
H 0.279 -2.399 -2.033 -0.5147
H -2.086 -2.891 -1.812 0.1983
H -1.243 -3.251 -0.301 -0.0912
H -2.754 -5.180 -0.968 0.5363
H -1.111 -5.466 -0.591 0.4213
H -1.541 -7.978 -2.993 0.4195
H -0.815 -7.474 -1.510 0.4568
H -2.632 -7.429 -1.703 0.3649
H -3.590 -6.070 -3.190 0.4793
H -3.001 -4.381 -3.492 0.3474
H -2.595 -5.711 -4.600 0.2841
H 2.092 -2.976 -3.644 0.2337
H 1.789 -4.539 -4.467 0.6107
H 2.299 -4.608 -2.814 0.2818
H -0.610 -5.645 -5.079 0.4256
```

As for the total charge: -1. For the energy relative to the best compared isomer or geometry (same formula, charge and spin), the calculation gives 84.1 kcal/mol. The value obtained for the HOMO-LUMO gap is 7.982 eV.

---

Entry 2:
ORCA calculation (wB97M-V/def2-TZVPD) on C16H11AuCl5IN3OS as an isolated structure.

Structure (XYZ):
```
39
Properties=species:S:1:pos:R:3:mulliken_charge:R:1
Au -0.458 0.544 -0.206 1.0366
Cl -5.741 -3.140 2.892 -0.1651
C -4.461 -2.560 1.908 0.4313
C -3.733 -1.447 2.299 -0.4214
Cl -4.083 -0.627 3.765 -0.1753
C -2.699 -0.991 1.487 1.0800
Cl -1.762 0.400 1.997 -0.2413
C -2.351 -1.607 0.288 -0.2552
O -1.365 -1.219 -0.512 -0.8657
C -3.102 -2.734 -0.090 0.2900
Cl -2.696 -3.508 -1.567 -0.1653
C -4.138 -3.201 0.706 0.0979
Cl -5.033 -4.575 0.214 -0.1511
C 1.995 5.142 0.150 -0.8850
N 2.582 3.914 0.678 0.1364
C 3.860 3.809 1.180 -0.5107
C 4.036 2.534 1.551 -0.4194
N 2.851 1.848 1.292 0.2894
C 1.960 2.723 0.751 0.2921
S 0.319 2.679 0.209 -0.3062
C 2.703 0.444 1.585 0.7049
C 3.831 -0.331 1.829 -0.6693
C 3.640 -1.669 2.122 -0.6445
C 2.353 -2.185 2.162 -0.8291
C 1.307 -1.324 1.902 0.1050
N 1.478 -0.030 1.620 0.0250
H 2.748 5.922 0.210 0.3019
H 1.127 5.427 0.740 0.3691
H 1.698 4.992 -0.886 0.3669
H 4.525 4.653 1.229 0.4418
H 4.888 2.072 2.005 0.4004
H 4.833 0.061 1.776 0.2787
H 4.496 -2.302 2.313 0.4270
H 2.166 -3.225 2.382 0.4357
H 0.281 -1.677 1.915 0.2311
I 2.323 0.087 -2.038 0.1532
C 0.258 0.437 -2.091 -1.1273
H -0.267 -0.413 -2.517 0.4171
H 0.054 1.372 -2.598 0.5208
```

As for the total charge: +1. For the energy relative to the best compared isomer or geometry (same formula, charge and spin), the calculation gives 0.5 kcal/mol. The value obtained for the HOMO-LUMO gap is 6.682 eV.

---

Entry 3:
ORCA calculation (wB97M-V/def2-TZVPD) on C24H16Br2CoFN3O2S2 as an isolated structure at a distorted geometry.

Structure (XYZ):
```
51
Properties=species:S:1:pos:R:3:mulliken_charge:R:1
Co 0.253 0.937 -0.159 -0.6557
Br -0.332 7.284 -1.476 -0.0961
C 0.032 5.489 -1.137 -0.1005
C 0.309 4.628 -2.177 -0.8460
C 0.531 3.300 -1.871 0.0190
N 0.514 2.833 -0.622 0.2546
C 0.272 3.679 0.378 0.6229
C 0.015 5.016 0.163 -0.6376
C 0.285 3.043 1.720 0.9053
C 0.297 3.762 2.891 -0.6632
C 0.312 3.067 4.090 -0.1195
Br 0.288 4.005 5.703 -0.1029
C 0.338 1.692 4.086 -0.9908
C 0.330 1.044 2.864 0.0538
N 0.306 1.701 1.702 0.3087
H 0.344 4.972 -3.203 0.4580
H 0.752 2.578 -2.644 0.3784
H -0.219 5.680 0.984 0.4449
H 0.306 4.844 2.890 0.4558
H 0.372 1.123 5.005 0.4955
H 0.345 -0.033 2.828 0.4200
F -2.886 -4.340 -1.490 -0.3365
C -2.610 -3.053 -1.297 0.4685
C -2.806 -2.514 -0.044 -0.7029
C -2.486 -1.181 0.150 0.0339
C -1.985 -0.400 -0.891 0.0048
C -1.632 1.001 -0.679 -0.9332
C -1.837 -0.983 -2.154 -0.0191
C -2.141 -2.313 -2.367 -0.8144
H -3.182 -3.136 0.760 0.4514
H -2.615 -0.737 1.135 0.3283
H -2.099 1.485 0.174 0.4172
H -1.630 1.620 -1.572 0.5845
H -1.476 -0.376 -2.978 0.4079
H -2.031 -2.781 -3.339 0.4823
O -0.125 -2.293 2.089 -0.5406
S 1.138 -2.100 1.434 0.9011
O 2.299 -1.877 2.241 -0.6173
N 1.027 -0.860 0.311 0.0450
C 1.389 -1.253 -0.895 1.0527
S 1.372 -0.080 -2.109 -0.5273
C 1.665 -2.704 -1.003 0.2446
C 1.979 -3.441 -2.124 -0.7001
C 2.103 -4.820 -1.984 -0.6352
C 1.912 -5.434 -0.748 -0.5668
C 1.603 -4.690 0.387 -0.7356
C 1.485 -3.327 0.222 0.3149
H 2.117 -2.950 -3.082 0.4567
H 2.347 -5.427 -2.849 0.4200
H 2.000 -6.512 -0.666 0.4257
H 1.455 -5.167 1.352 0.4850
```

As for the total charge: +1. For the energy relative to the best compared isomer or geometry (same formula, charge and spin), the calculation gives 1.6 kcal/mol. The value obtained for the HOMO-LUMO gap (spin up / spin down) is 6.935 / 6.938 eV.

---

Entry 4:
ORCA calculation (wB97M-V/def2-TZVPD) on C29H32N3O2Ru as an isolated structure at a distorted geometry.

Structure (XYZ):
```
67
Properties=species:S:1:pos:R:3:mulliken_charge:R:1
Ru 0.490 0.433 1.365 0.5094
C -1.859 -1.186 3.123 -1.2289
C -1.773 0.162 3.858 0.6314
C -1.059 0.003 5.196 -1.8501
C -1.140 1.199 2.950 -0.3523
C -1.776 1.572 1.751 -0.0551
C -1.209 2.520 0.894 -0.7679
C 0.027 3.122 1.172 1.1139
C 0.560 4.242 0.334 -1.6937
C 0.699 2.699 2.329 -0.9600
C 0.111 1.781 3.220 -0.7155
H -2.097 -1.983 3.826 0.5005
H -0.893 -1.451 2.665 0.2526
H -2.622 -1.191 2.344 0.2907
H -2.793 0.505 4.050 0.5033
H -0.056 -0.417 5.070 0.3519
H -1.620 -0.685 5.825 0.4537
H -0.983 0.946 5.739 0.4543
H -2.761 1.173 1.537 0.6429
H -1.770 2.855 0.029 0.6201
H 0.228 5.189 0.770 0.3399
H 0.179 4.211 -0.685 0.4008
H 1.649 4.268 0.324 0.4723
H 1.639 3.168 2.595 0.5991
H 0.596 1.575 4.164 0.8302
O -2.253 0.903 -6.606 -0.4378
C -1.287 0.164 -6.082 0.3037
O -0.269 -0.087 -6.656 -0.4829
C -1.391 -0.307 -4.646 -0.0207
C -1.529 0.588 -3.664 -1.0852
C -1.289 0.244 -2.231 0.0778
C 0.228 -1.059 -1.331 -0.3449
C 0.882 -1.783 -2.537 0.1450
C -1.060 -1.779 -4.437 -1.2482
N 0.706 -1.177 0.032 0.2572
C 1.476 -2.126 0.411 -0.2415
C 2.134 -1.981 1.703 0.4160
C 2.915 -2.962 2.270 -0.7188
C 3.594 -2.677 3.457 -0.3998
C 3.470 -1.417 4.005 -0.8933
C 2.655 -0.476 3.379 -0.0945
N 1.994 -0.747 2.257 0.1091
H -3.066 0.910 -6.085 0.3904
H -1.753 1.624 -3.898 0.7216
H -1.920 0.806 -1.546 0.6551
H 1.430 -2.717 -2.399 0.9034
H -0.328 -2.084 -5.185 0.5076
H 1.694 -2.985 -0.220 0.4845
H 2.997 -3.933 1.799 0.4993
H 4.216 -3.427 3.926 0.4953
H 3.993 -1.145 4.912 0.4647
H 2.549 0.519 3.786 0.5484
C -2.381 -1.857 -1.121 -1.5014
C -1.218 -1.272 -1.880 1.3199
C -0.575 -1.952 -3.054 -0.8542
C 1.642 -0.705 -3.203 -1.0217
C 1.174 0.535 -2.766 0.6836
C 1.507 1.866 -3.306 -1.2025
N 0.222 0.356 -1.784 0.1451
H -3.287 -1.803 -1.726 0.4183
H -2.553 -1.304 -0.196 0.2071
H -2.206 -2.904 -0.876 0.3872
H -1.968 -2.365 -4.617 0.5231
H 2.336 -0.847 -4.023 0.5033
H 2.257 1.802 -4.091 0.4368
H 1.878 2.501 -2.499 0.3202
H 0.616 2.348 -3.721 0.2799
```

As for the total charge: +3. The multiplicity is 5. For the energy relative to the best compared isomer or geometry (same formula, charge and spin), the calculation gives 13.5 kcal/mol. The value obtained for the HOMO-LUMO gap (spin up / spin down) is 6.828 / 5.809 eV. Its expectation value of S² is 6.027.

---

Entry 5:
ORCA calculation (wB97M-V/def2-TZVPD) on a 11-piece molecular cluster, C2H25O11 overall at a distorted geometry.

Structure (XYZ):
```
38
Properties=species:S:1:pos:R:3:mulliken_charge:R:1
C -1.882 0.045 -0.735 -1.8346
C -0.706 0.098 0.269 0.6315
O 0.351 0.855 -0.326 -0.0638
H -2.766 -0.530 -0.452 0.4985
H -1.468 -0.433 -1.619 0.4436
H -2.030 1.032 -1.165 0.3654
H -0.271 -0.879 0.496 -0.3464
H -0.985 0.595 1.235 0.3909
O 2.824 1.725 -1.090 -0.6197
H 1.949 1.341 -0.859 0.3837
H 3.079 1.268 -1.888 0.3096
O -0.228 3.078 -1.702 -0.7524
H -0.330 2.268 -1.215 0.0379
H 0.525 2.862 -2.272 0.3400
O -0.264 0.493 -3.589 -0.6855
H -0.511 1.275 -3.100 0.4045
H 0.235 -0.036 -2.972 0.4100
O 1.146 2.125 1.800 -0.7910
H 1.966 1.712 1.989 0.2914
H 0.745 1.684 1.053 0.3044
O 1.212 -1.239 -1.679 -0.7538
H 2.067 -0.891 -2.043 0.2957
H 0.956 -0.392 -1.213 -0.0973
O 1.186 -3.200 1.097 -0.6688
H 1.213 -2.224 0.922 0.3034
H 1.192 -3.543 0.193 0.3227
O -0.500 1.978 3.875 -0.6810
H -0.060 2.096 3.039 0.4133
H -1.453 2.097 3.793 0.2677
O -1.825 -1.709 2.916 -0.6677
H -1.601 -2.513 2.441 0.3103
H -1.738 -1.071 2.229 0.4083
O 2.424 -0.580 1.284 -0.7838
H 2.015 -0.736 2.155 0.3566
H 1.700 -0.411 0.671 0.2669
O -3.005 -2.986 -1.042 -0.6542
H -2.666 -2.934 -1.918 0.3228
H -2.514 -2.319 -0.587 0.3208
```

As for the total charge: -1. For the energy relative to the best compared isomer or geometry (same formula, charge and spin), the calculation gives 0.8 kcal/mol. The value obtained for the HOMO-LUMO gap is 9.536 eV.

---

Entry 6:
ORCA calculation (wB97M-V/def2-TZVPD) on a 10-piece molecular cluster, H19O10 overall at a distorted geometry.

Structure (XYZ):
```
29
Properties=species:S:1:pos:R:3:mulliken_charge:R:1
O 0.902 0.874 4.265 -0.6757
H 0.081 0.331 3.882 0.3496
H 0.758 1.768 3.854 0.3304
O 0.580 -3.755 1.197 -0.6383
H 1.032 -3.282 0.528 0.2767
H 0.003 -3.065 1.554 0.4222
O -0.633 -0.285 -2.523 -0.7958
H -1.579 0.058 -2.569 0.3476
H -0.227 0.377 -1.806 0.3296
O -1.182 -1.533 1.397 -0.6386
H 2.110 1.358 -1.178 0.2541
H -0.308 -1.248 0.877 0.2782
O 1.518 1.611 -0.590 -0.8236
H -1.969 -2.904 -2.026 0.2528
H -1.764 -0.964 1.053 0.2397
O -3.542 1.660 -1.708 -0.6474
H -2.938 2.350 -1.752 0.3022
H -3.150 0.964 -1.070 0.3084
O 0.863 0.858 1.942 -0.6260
H 0.681 1.125 1.033 0.4045
H 1.522 1.509 2.322 0.2654
O -1.057 -2.802 -1.960 -0.6103
H -0.984 -1.902 -2.275 0.4243
H 0.580 1.693 -1.177 0.2736
O -0.634 2.048 -1.753 -1.0059
H -0.456 1.912 -2.624 0.2948
O 3.339 0.388 0.672 -0.5929
H 2.529 0.648 0.447 0.4385
H 3.925 0.206 -0.011 0.2620
```

As for the total charge: -1. For the energy relative to the best compared isomer or geometry (same formula, charge and spin), the calculation gives 90.5 kcal/mol. The value obtained for the HOMO-LUMO gap is 8.869 eV.